# C27H20F10N6Tl

A molecular structure, C27H20F10N6Tl (ωB97M-V/def2-TZVPD, the Open Molecules 2025 dataset).

The value obtained for the gap between HOMO and LUMO is 6.597 eV. Its spin multiplicity is 1. As for the max |F|: 0.37 eV/Å. For the energy, the calculation gives -69132.22625 eV. The HOMO energy comes out at -4.07 eV. Its net charge is -1.

Each line ends with the natural charge from an NBO analysis.
Cartesian coordinates (Å):
1 Tl -0.12 0.09 -0.05  0.769
2 C -3.13 2.29 0.89  -0.417
3 N -2.37 1.72 -0.21  -0.475
4 C -1.75 2.74 -1.03  -0.212
5 C -0.69 3.58 -0.32  -0.231
6 N 0.25 2.73 0.38  -0.729
7 C 1.37 3.25 0.88  0.099
8 C 2.30 2.40 1.57  0.297
9 F 1.98 1.10 1.72  -0.325
10 C 3.52 2.81 2.06  0.264
11 F 4.32 1.91 2.65  -0.312
12 C 3.94 4.12 1.94  0.175
13 F 5.14 4.52 2.41  -0.314
14 C 3.08 5.00 1.32  0.276
15 F 3.44 6.29 1.19  -0.312
16 C 1.85 4.59 0.82  0.214
17 F 1.11 5.56 0.24  -0.333
18 C -3.16 0.80 -1.01  -0.201
19 C -3.61 -0.46 -0.28  -0.233
20 N -2.49 -1.09 0.39  -0.729
21 C -2.64 -2.32 0.90  0.099
22 C -1.53 -2.96 1.53  0.297
23 F -0.37 -2.28 1.65  -0.326
24 C -1.53 -4.25 2.01  0.264
25 F -0.42 -4.75 2.56  -0.312
26 C -2.67 -5.04 1.93  0.175
27 F -2.67 -6.31 2.40  -0.314
28 C -3.78 -4.47 1.36  0.276
29 F -4.91 -5.20 1.27  -0.311
30 C -3.77 -3.18 0.87  0.215
31 F -4.95 -2.76 0.34  -0.333
32 H -3.97 2.90 0.52  0.157
33 H -2.49 2.92 1.50  0.213
34 H -3.53 1.50 1.51  0.212
35 H -2.50 3.44 -1.45  0.162
36 H -1.27 2.23 -1.88  0.192
37 H -1.18 4.29 0.36  0.168
38 H -0.22 4.18 -1.10  0.181
39 H -2.53 0.50 -1.86  0.191
40 H -4.06 1.29 -1.42  0.161
41 H -4.07 -1.09 -1.05  0.181
42 H -4.41 -0.20 0.43  0.168
43 N 2.80 -2.04 -1.30  -0.583
44 C 3.09 -0.67 -1.40  0.387
45 C 4.23 -0.21 -0.72  -0.289
46 C 4.50 1.14 -0.73  -0.152
47 C 3.66 2.00 -1.43  -0.291
48 C 2.59 1.45 -2.09  0.061
49 N 2.30 0.14 -2.09  -0.455
50 C 1.58 -2.73 -1.41  0.382
51 C 1.49 -3.96 -0.75  -0.287
52 C 0.29 -4.64 -0.77  -0.152
53 C -0.78 -4.10 -1.45  -0.293
54 C -0.58 -2.89 -2.10  0.067
55 N 0.57 -2.22 -2.09  -0.456
56 H 3.46 -2.52 -0.72  0.385
57 H 4.84 -0.90 -0.16  0.206
58 H 5.35 1.52 -0.17  0.220
59 H 3.83 3.07 -1.43  0.226
60 H 1.89 2.08 -2.63  0.194
61 H 2.34 -4.35 -0.19  0.206
62 H 0.19 -5.57 -0.22  0.220
63 H -1.75 -4.58 -1.47  0.226
64 H -1.40 -2.41 -2.63  0.193